The following is a DFT calculation (the ωB97M-V functional and the def2-TZVPD basis) of a molecular structure, C4H6AgO7 at a distorted geometry.

Structure (XYZ):
```
18
Properties=species:S:1:pos:R:3:mulliken_spin:R:1
C 1.469 -1.967 -0.755 0.00
Ag -2.993 4.439 0.411 1.54
H 0.008 -1.569 -2.278 0.00
O -1.075 1.196 0.023 0.01
C -0.204 0.757 1.073 0.00
H -0.742 0.792 2.029 0.00
O 0.090 -2.406 -1.814 0.00
H 0.730 -1.051 1.698 0.00
O -1.594 3.029 1.233 0.16
O -2.493 2.708 -0.746 0.25
C -1.728 2.337 0.187 0.05
O 1.672 -2.867 0.093 0.00
H 0.664 1.427 1.128 0.00
H -0.659 -1.289 0.613 0.00
O 2.522 -1.678 -1.625 0.00
O 1.122 -0.690 -0.289 0.00
C 0.226 -0.661 0.800 0.00
H 2.984 -2.509 -1.780 0.00
```

Orbital gap (spin up / spin down) ... 7.68 / 3.61 eV
Net charge ... -1
Spin multiplicity ... 3